No. 1
Entry from the OMol25 dataset: a molecular structure, C52H109F6N5O9Zr (ωB97M-V/def2-TZVPD).

CARTESIAN COORDINATES (ANGSTROEM)
1 C -0.308 3.765 -12.365
2 C -1.102 2.717 -11.481
3 N -1.370 3.055 -10.124
4 C -0.538 3.509 -9.176
5 C -1.246 3.581 -7.994
6 N -2.618 3.379 -8.239
7 C -2.629 2.951 -9.585
8 C -3.831 3.411 -7.345
9 H -0.213 3.601 -13.439
10 H 0.681 4.017 -11.983
11 H -0.731 4.758 -12.214
12 H -0.619 1.740 -11.442
13 H -2.052 2.444 -11.940
14 H 0.523 3.691 -9.253
15 H -0.990 3.777 -6.964
16 H -3.553 2.671 -10.071
17 H -3.603 4.025 -6.474
18 H -4.012 2.366 -7.094
19 H -4.760 3.680 -7.848
20 C -1.819 -4.584 -4.070
21 C -1.172 -3.243 -4.020
22 N 0.080 -3.201 -4.727
23 C 0.246 -3.433 -6.132
24 C 1.603 -3.265 -6.415
25 N 2.215 -3.239 -5.247
26 C 1.330 -3.193 -4.184
27 C 3.637 -3.044 -5.059
28 H -2.779 -4.525 -3.557
29 H -1.211 -5.406 -3.692
30 H -1.995 -4.856 -5.111
31 H -1.117 -2.749 -3.050
32 H -1.888 -2.573 -4.494
33 H -0.690 -3.281 -6.647
34 H 2.161 -3.143 -7.331
35 H 1.589 -3.108 -3.139
36 H 3.904 -2.853 -4.019
37 H 3.926 -2.157 -5.622
38 H 4.156 -3.963 -5.331
39 Zr 6.186 0.593 0.200
40 C 6.812 2.624 -4.579
41 O 7.573 3.740 -4.129
42 O 6.798 1.742 -3.439
43 C 5.375 3.133 -5.202
44 F 4.507 3.691 -4.365
45 F 5.452 3.924 -6.246
46 F 4.710 2.159 -5.773
47 C 8.353 4.458 -5.054
48 C 9.025 5.646 -4.396
49 H 9.774 5.355 -3.659
50 H 9.458 6.475 -4.956
51 H 8.272 6.215 -3.851
52 H 7.704 4.780 -5.869
53 H 9.134 3.895 -5.566
54 H 7.348 2.200 -5.428
55 C 0.807 0.187 -0.081
56 O 0.256 -1.071 -0.047
57 O 2.239 0.009 -0.261
58 C -0.078 1.056 -1.049
59 F 0.333 2.354 -1.186
60 F -0.298 0.694 -2.301
61 F -1.324 1.116 -0.544
62 C 0.238 -1.756 1.162
63 C -0.441 -3.072 0.848
64 H -0.418 -3.570 1.817
65 H -1.460 -2.986 0.470
66 H 0.190 -3.497 0.068
67 H -0.337 -1.215 1.914
68 H 1.235 -2.052 1.490
69 H 0.482 0.636 0.858
70 C 6.184 1.093 6.087
71 C 5.058 0.874 5.164
72 C 4.119 2.037 5.128
73 O 5.531 0.571 3.848
74 H 6.515 2.116 5.907
75 H 7.053 0.437 6.048
76 H 5.847 0.982 7.117
77 H 4.442 0.005 5.395
78 H 3.183 1.693 4.688
79 H 4.440 2.813 4.433
80 H 3.804 2.400 6.107
81 O 6.870 5.960 0.479
82 C 6.728 4.647 0.546
83 O 5.677 4.118 0.331
84 O 7.515 3.743 0.670
85 H 5.929 6.139 0.536
86 C 5.830 -10.280 5.793
87 C 4.969 -10.320 4.498
88 C 3.677 -9.465 4.762
89 C 2.644 -9.381 3.596
90 C 3.049 -8.470 2.434
91 C 2.211 -8.411 1.175
92 H 5.135 -10.710 6.514
93 H 6.070 -9.283 6.160
94 H 6.658 -10.963 5.602
95 H 5.522 -9.798 3.717
96 H 4.752 -11.363 4.265
97 H 4.011 -8.448 4.963
98 H 3.125 -9.776 5.649
99 H 2.525 -10.403 3.236
100 H 1.636 -9.113 3.911
101 H 3.147 -7.490 2.899
102 H 4.064 -8.704 2.113
103 H 2.561 -7.637 0.492
104 H 2.196 -9.305 0.551
105 H 1.194 -8.183 1.493
106 C -4.752 8.628 5.257
107 C -3.390 8.165 5.807
108 C -2.954 6.780 5.206
109 C -3.811 5.538 5.548
110 C -3.491 4.255 4.702
111 C -2.124 3.630 5.005
112 H -4.759 9.715 5.332
113 H -5.636 8.240 5.763
114 H -4.949 8.406 4.208
115 H -2.692 8.965 5.561
116 H -3.409 8.167 6.897
117 H -1.902 6.555 5.381
118 H -2.972 6.915 4.125
119 H -3.848 5.300 6.612
120 H -4.886 5.708 5.495
121 H -4.272 3.505 4.829
122 H -3.575 4.563 3.660
123 H -2.044 3.483 6.082
124 H -1.902 2.725 4.440
125 H -1.305 4.253 4.645
126 C -8.312 -2.734 2.123
127 C -6.843 -2.266 2.429
128 C -6.285 -2.860 3.705
129 C -4.891 -2.238 4.009
130 C -4.294 -3.033 5.184
131 C -3.291 -2.277 6.051
132 H -8.452 -3.793 2.341
133 H -8.470 -2.451 1.082
134 H -8.958 -2.153 2.782
135 H -6.067 -2.570 1.726
136 H -6.681 -1.189 2.376
137 H -6.085 -3.931 3.690
138 H -6.989 -2.652 4.511
139 H -4.228 -2.328 3.149
140 H -5.025 -1.163 4.134
141 H -5.164 -3.199 5.819
142 H -3.757 -3.943 4.915
143 H -3.628 -1.255 6.222
144 H -3.226 -2.710 7.050
145 H -2.363 -2.130 5.499
146 C -7.642 -8.475 0.623
147 C -6.325 -8.685 -0.114
148 C -5.238 -7.652 0.382
149 C -4.723 -7.769 1.777
150 C -3.868 -9.043 2.072
151 C -3.463 -9.190 3.550
152 H -8.405 -9.196 0.329
153 H -7.896 -7.444 0.375
154 H -7.593 -8.451 1.712
155 H -5.958 -9.711 -0.072
156 H -6.416 -8.567 -1.193
157 H -5.654 -6.647 0.308
158 H -4.381 -7.769 -0.281
159 H -4.109 -6.876 1.896
160 H -5.525 -7.742 2.515
161 H -4.351 -9.944 1.695
162 H -2.904 -8.985 1.567
163 H -4.328 -9.298 4.205
164 H -2.881 -10.096 3.717
165 H -2.900 -8.336 3.927
166 C 1.000 9.496 0.111
167 C 0.924 10.942 -0.521
168 C 1.047 12.155 0.419
169 O 0.952 13.492 -0.130
170 C 2.169 14.264 0.041
171 N 1.910 11.091 -1.536
172 H 1.889 9.413 0.735
173 H 1.067 8.654 -0.579
174 H 0.016 9.433 0.576
175 H -0.019 10.987 -1.064
176 H 1.950 12.088 1.025
177 H 0.282 12.061 1.189
178 H 2.889 14.017 -0.740
179 H 2.546 14.045 1.040
180 H 1.844 15.294 -0.102
181 H 1.928 12.078 -1.749
182 H 2.863 10.830 -1.327

Results
**Charge**: +2
**LUMO energy**: -8.88 eV
**DFT total energy**: -99117.1768 eV
**Spin multiplicity**: 1
**Highest occupied orbital energy**: -0.400 Eh

---

No. 2
Entry from the OMol25 dataset: a single C2H2ClF2NO molecule (ωB97M-V/def2-TZVPD).

CARTESIAN COORDINATES (ANGSTROEM)
1 O -0.088 -2.183 0.505
2 C 0.112 -1.039 0.234
3 N -0.812 -0.097 -0.061
4 C -2.467 -0.426 -0.144
5 F -2.724 -0.786 -1.394
6 F -2.752 -1.418 0.660
7 Cl -3.316 1.039 0.288
8 H 1.118 -0.578 0.202
9 H -0.583 0.836 -0.361

Results
**LUMO energy**: 0.62 eV
**Energy above the lowest of the compared OMol25 structures with the same formula, charge and spin**: 0.4742 eV
**DFT total energy**: -23600.8798 eV
**Spin multiplicity**: 1
**Highest occupied orbital energy**: -0.378 Eh

---

No. 3
Entry from the OMol25 dataset: a molecular structure, C27H26Cl2N5O3ReS2Te (ωB97M-V/def2-TZVPD).

CARTESIAN COORDINATES (ANGSTROEM)
1 Re -1.936 -0.933 -0.596
2 Cl -0.510 -6.299 4.172
3 C -0.559 -4.863 3.148
4 C -0.413 -3.595 3.790
5 C -0.599 -2.394 3.164
6 Cl -0.466 -0.907 4.028
7 C -1.082 -2.459 1.840
8 O -1.402 -1.315 1.300
9 C -1.256 -3.704 1.194
10 C -1.457 -3.799 -0.176
11 O -1.760 -2.934 -1.029
12 C -0.975 -4.906 1.850
13 H -0.064 -3.685 4.789
14 H -1.449 -4.851 -0.595
15 H -1.109 -5.889 1.338
16 C -4.738 -0.896 -4.407
17 N -4.512 0.157 -3.457
18 C -5.462 1.110 -3.138
19 C -4.942 1.956 -2.208
20 N -3.564 1.546 -2.013
21 C -3.387 0.431 -2.762
22 S -1.944 -0.456 -2.958
23 C -2.720 2.100 -1.024
24 C -2.379 3.465 -1.035
25 C -1.570 3.964 0.013
26 C -1.168 3.102 1.008
27 C -1.473 1.742 0.889
28 N -2.141 1.210 -0.163
29 H -3.825 -1.080 -4.926
30 H -5.593 -0.656 -5.064
31 H -4.942 -1.777 -3.777
32 H -6.423 1.046 -3.675
33 H -5.259 2.811 -1.655
34 H -2.697 4.179 -1.809
35 H -1.167 4.953 -0.026
36 H -0.546 3.388 1.792
37 H -1.032 1.051 1.571
38 C 3.428 -2.402 2.227
39 C 4.151 -1.084 2.011
40 C 4.194 -0.679 0.511
41 N 2.976 -0.820 -0.280
42 C 1.702 -0.626 0.011
43 S 0.561 -1.328 -0.915
44 N 1.346 0.284 0.964
45 C 1.823 1.592 1.198
46 O 1.514 2.056 2.248
47 C 2.609 2.337 0.249
48 C 3.670 3.170 0.630
49 C 4.294 3.961 -0.329
50 C 3.949 3.879 -1.670
51 C 2.905 3.034 -2.057
52 C 2.295 2.233 -1.105
53 H 3.667 -2.789 3.206
54 H 3.775 -3.073 1.437
55 H 2.378 -2.265 2.113
56 H 5.193 -1.026 2.407
57 H 3.790 -0.180 2.549
58 H 4.947 -1.227 -0.089
59 H 4.484 0.364 0.622
60 H 3.066 -1.486 -1.013
61 H 0.533 -0.042 1.499
62 H 3.975 3.259 1.660
63 H 5.134 4.511 -0.069
64 H 4.452 4.484 -2.423
65 H 2.620 2.974 -3.118
66 H 1.524 1.555 -1.391
67 Te -4.435 -1.475 -0.479

Results
**Charge**: +1
**LUMO energy (spin up / spin down)**: -2.97 / -3.47 eV
**Energy above the lowest of the compared OMol25 structures with the same formula, charge and spin**: 0.8706 eV
**DFT total energy**: -98147.7663 eV
**Spin multiplicity**: 4
**Highest occupied orbital energy (spin up / spin down)**: -0.347 / -0.361 Eh

---

No. 4
Entry from the OMol25 dataset: 2 unconnected molecules or ions with the total composition C3H10NO3 (ωB97M-V/def2-TZVPD).

CARTESIAN COORDINATES (ANGSTROEM)
1 C 0.835 -0.310 -1.172
2 C 1.021 -1.116 0.118
3 C 1.101 -0.295 1.380
4 O 1.478 -1.080 2.389
5 O 0.925 0.890 1.456
6 N -0.306 0.657 -1.067
7 H 1.701 0.334 -1.207
8 H 0.716 -0.906 -2.052
9 H 2.021 -1.566 0.049
10 H 0.375 -1.988 0.141
11 H 1.518 -0.692 3.275
12 H -1.161 0.172 -0.764
13 H -0.438 1.130 -2.004
14 H -0.129 1.361 -0.363
15 H -3.039 1.890 -0.223
16 H -3.745 0.551 0.012
17 O -2.873 0.969 0.031

Results
**LUMO energy (spin up / spin down)**: 0.51 / 0.36 eV
**Energy above the lowest of the compared OMol25 structures with the same formula, charge and spin**: 0.0000 eV
**DFT total energy**: -10903.0590 eV
**Spin multiplicity**: 2
**Highest occupied orbital energy (spin up / spin down)**: -0.111 / -0.417 Eh